(1)
ORCA calculation (wB97M-V/def2-TZVPD) on a gas-phase ion, C4H8NO2 (charge -2) at a distorted geometry.

Output
⟨S²⟩ ... 0.750
Relative energy (zero: lowest compared OMol25 entry of this formula, charge and spin) ... 48.7 kJ/mol

Geometry as ORCA input:
```
! RIJCOSX wB97M-V def2-TZVPD def2/J DEFGRID3
* xyz -2 2
O -0.85 3.11 0.38
C -0.83 2.28 -0.58
O -1.66 2.14 -1.49
C 0.30 1.22 -0.53
C -0.27 -0.04 0.17
C 0.78 -1.13 0.32
N 0.34 -2.42 0.81
H 1.25 1.53 -0.08
H 0.48 0.93 -1.57
H -0.98 -0.44 -0.55
H -0.80 0.16 1.10
H 1.16 -1.32 -0.70
H 1.62 -0.75 0.90
H -0.21 -2.42 1.67
H -0.31 -2.85 0.14
*
```

(2)
ORCA calculation (wB97M-V/def2-TZVPD) on 2 unconnected molecules or ions with the total composition C4H8NO2 at a distorted geometry.

Output
⟨S²⟩ ... 0.767
Relative energy (zero: lowest compared OMol25 entry of this formula, charge and spin) ... 167.9 kJ/mol

Geometry as ORCA input:
```
! RIJCOSX wB97M-V def2-TZVPD def2/J DEFGRID3
* xyz 0 2
O -1.72 0.09 1.58
C -0.54 0.40 1.93
O 0.34 -0.38 2.31
C -0.21 1.89 1.88
H 0.77 2.08 2.28
H -0.28 2.19 0.83
H -0.97 2.45 2.41
C 0.96 -0.74 -2.37
C -0.41 -1.49 -0.66
N 0.67 -0.93 -0.96
H 1.29 0.28 -2.54
H 0.11 -0.94 -3.03
H 1.78 -1.41 -2.64
H -0.64 -1.67 0.39
H -1.14 -1.81 -1.41
*
```

(3)
ORCA calculation (wB97M-V/def2-TZVPD) on a gas-phase ion, C4H8NO2 (charge +1) at a distorted geometry.

Output
Relative energy (zero: lowest compared OMol25 entry of this formula, charge and spin) ... 404.2 kJ/mol

Geometry as ORCA input:
```
! RIJCOSX wB97M-V def2-TZVPD def2/J DEFGRID3
* xyz 1 1
C -1.37 0.42 -0.22
C -1.12 -1.46 0.80
C 0.18 0.15 0.08
C 1.01 -0.53 -0.95
N 0.69 1.49 0.48
O -1.84 1.50 -0.40
O -1.90 -0.76 -0.09
H -0.49 -2.33 0.49
H -1.53 -1.53 1.76
H 1.98 -1.04 -0.43
H 1.46 0.04 -1.80
H 0.58 -1.32 -1.39
H 0.26 2.26 -0.04
H 1.67 1.51 0.21
H 0.44 1.60 1.50
*
```

(4)
ORCA calculation (wB97M-V/def2-TZVPD) on 2 unconnected molecules or ions with the total composition C4H8NO2 at a distorted geometry.

Output
Relative energy (zero: lowest compared OMol25 entry of this formula, charge and spin) ... 364.3 kJ/mol

Geometry as ORCA input:
```
! RIJCOSX wB97M-V def2-TZVPD def2/J DEFGRID3
* xyz 1 1
C -0.74 0.74 -2.81
C 0.89 0.70 0.08
C -0.44 -1.53 0.43
C 0.66 0.52 1.59
N -0.20 -0.08 0.58
O -1.47 0.48 -3.67
O -0.24 0.48 -1.80
H 1.95 0.80 -0.27
H -1.31 -1.92 1.00
H -0.64 -1.46 -0.56
H 0.49 -2.10 0.84
H 0.43 1.85 -0.04
H 0.40 1.34 2.25
H 1.24 -0.26 2.02
H -1.03 0.44 0.36
*
```

(5)
ORCA calculation (wB97M-V/def2-TZVPD) on C4H8NO2PS in the gas phase at a distorted geometry.

Output
SMILES ... C[C@H](S)ON1OC=CP1
Relative energy (zero: lowest compared OMol25 entry of this formula, charge and spin) ... 652.1 kJ/mol

Geometry as ORCA input:
```
! RIJCOSX wB97M-V def2-TZVPD def2/J DEFGRID3
* xyz 0 1
C -1.57 0.87 2.06
C -0.98 0.75 0.71
S -2.24 1.16 -0.62
O -0.50 -0.53 0.41
N 1.00 -0.64 0.41
O 1.54 0.42 -0.36
C 2.17 0.16 -1.57
C 2.14 -1.17 -1.84
P 1.41 -2.18 -0.48
H -2.18 0.04 2.24
H -2.00 1.89 2.23
H -0.80 0.75 3.00
H -0.10 1.41 0.42
H -3.25 0.31 -0.44
H 2.44 0.94 -2.23
H 2.65 -1.49 -2.70
H 0.27 -2.69 -1.23
*
```

(6)
ORCA calculation (wB97M-V/def2-TZVPD) on 2 unconnected molecules or ions with the total composition C4H8NO3 at a distorted geometry.

Output
Relative energy (zero: lowest compared OMol25 entry of this formula, charge and spin) ... 31.0 kJ/mol

Geometry as ORCA input:
```
! RIJCOSX wB97M-V def2-TZVPD def2/J DEFGRID3
* xyz -1 1
C 1.88 1.32 -1.27
C 1.24 1.93 -0.04
O 1.23 3.14 0.18
N 0.81 1.03 0.84
H 0.20 1.38 1.56
H 0.63 0.03 0.59
H 2.42 2.05 -1.86
H 1.16 0.69 -1.79
H 2.57 0.57 -0.88
C -1.64 -2.40 1.29
C -1.24 -1.78 -0.09
O -0.12 -1.22 -0.16
O -2.08 -1.94 -0.98
H -2.41 -3.11 1.02
H -2.08 -1.59 1.89
H -0.83 -2.82 1.88
*
```